Record 1
54
Properties=species:S:1:pos:R:3:nbo_charge:R:1 method="wB97M-V/def2-TZVPD" total_energy_ha=-1240.4773 e_lumo_ev=0.122 fmax_ha_per_bohr=0.067 smiles=NCN[C@@H](CN)CO.O.O.O.O.O.O.O.O.O.O.O homo_lumo_gap_ev=8.67 charge=0
N 1.023 0.508 3.522 -0.8633
C 1.432 -0.368 2.424 -0.0769
N 1.361 0.181 1.015 -0.6860
C 0.217 -0.123 0.162 -0.1013
C -1.108 0.552 0.517 -0.2794
N -2.529 0.205 0.090 -0.8949
C 0.713 0.599 -1.156 -0.0654
O -0.168 0.239 -2.238 -0.7807
H 1.803 1.127 3.690 0.3672
H 0.203 1.091 3.291 0.3768
H 0.802 -1.263 2.376 0.2027
H 2.422 -0.803 2.540 0.1791
H 1.505 1.175 0.934 0.3730
H 0.107 -1.227 0.002 0.2216
H -1.101 1.657 0.438 0.1843
H -1.151 0.443 1.628 0.2361
H -3.039 -0.543 0.606 0.3740
H -2.574 -0.159 -0.860 0.3484
H 0.517 1.700 -0.983 0.1482
H 1.739 0.315 -1.371 0.1933
H -0.848 0.967 -2.263 0.5059
O -0.219 -3.669 -1.326 -1.0000
H -0.952 -3.432 -1.881 0.4970
H 0.619 -3.363 -1.727 0.5083
O 1.730 -2.312 -2.547 -0.9635
H 1.363 -1.767 -3.264 0.4908
H 1.961 -1.622 -1.864 0.4949
O -1.671 -1.711 -2.643 -0.9562
H -2.613 -1.890 -2.745 0.4606
H -1.553 -1.003 -1.996 0.4889
O 3.810 -0.881 -1.370 -0.9574
H 4.408 -1.644 -1.415 0.4819
H 3.662 -0.800 -0.403 0.4863
O -0.388 -3.434 1.280 -0.9797
H -1.271 -3.059 1.334 0.4491
H -0.203 -3.293 0.318 0.4945
O -2.022 2.503 2.260 -0.9413
H -2.308 3.340 1.858 0.4768
H -2.914 2.103 2.454 0.4796
O -1.760 -1.184 3.089 -0.9648
H -2.157 -2.020 3.348 0.4771
H -0.928 -1.106 3.568 0.4921
O -2.416 1.472 -2.785 -0.9774
H -3.035 1.837 -2.107 0.5075
H -2.974 1.402 -3.564 0.4881
O 3.170 2.455 1.995 -0.9723
H 3.518 1.574 2.199 0.4738
H 3.238 2.695 1.065 0.5026
O 3.173 2.452 -1.192 -0.9539
H 2.369 2.653 -1.678 0.4741
H 3.713 2.017 -1.861 0.4852
O -3.758 2.574 -0.224 -0.9756
H -2.977 2.223 0.257 0.4930
H -4.285 1.752 -0.117 0.4769


Record 2
89
Properties=species:S:1:pos:R:3:lowdin_charge:R:1 method="wB97M-V/def2-TZVPD" total_energy_ha=-4877.1209 e_lumo_ev=-5.445 fmax_ha_per_bohr=0.131 homo_lumo_gap_ev=6.40 charge=+1
C -0.207 -4.563 3.716 -0.0582
C 0.084 -3.863 2.289 -0.1877
O 1.203 -4.487 1.561 -0.1862
C 2.410 -3.733 1.785 -0.3319
O 2.996 -3.930 2.897 0.0661
C 2.939 -2.711 0.672 -0.0749
C 4.073 -1.696 1.265 -0.1822
C 3.972 -0.230 0.608 -0.1472
C 3.015 0.777 1.411 -0.0058
C 1.914 0.192 2.394 0.1218
C 0.972 1.207 3.136 -0.1638
S -0.389 0.659 4.282 0.8519
O -0.051 1.152 5.659 -0.2798
O -0.636 -0.829 4.216 -0.2870
C -1.943 1.571 3.691 -0.4186
F -3.105 0.814 4.035 0.0932
F -1.941 1.821 2.298 0.0751
F -2.025 2.848 4.335 0.0604
N 1.123 2.650 2.956 0.0735
C 2.123 3.216 2.063 0.0989
C 3.132 2.341 1.234 -0.0104
C 4.157 3.061 0.263 -0.1401
C 5.119 4.221 0.626 -0.0039
C 6.045 4.793 -0.441 -0.1138
N 6.200 4.486 -1.826 0.0685
C 5.266 3.450 -2.120 -0.1112
C 4.280 2.692 -1.235 -0.0223
H -1.278 -5.004 3.727 0.0871
H -0.145 -3.743 4.519 0.0703
H 0.596 -5.345 3.954 0.0972
H 0.374 -2.767 2.452 0.0898
H -0.873 -3.905 1.662 0.1249
H 3.318 -3.285 -0.256 0.1474
H 2.054 -2.039 0.365 0.1188
H 4.092 -1.707 2.409 0.1188
H 5.084 -2.146 0.921 0.1330
H 3.474 -0.376 -0.432 0.1368
H 5.010 0.224 0.401 0.1352
H 1.824 -0.952 2.538 0.1151
H 0.494 3.282 3.491 0.1633
H 2.161 4.352 1.954 0.1506
H 5.133 4.641 1.691 0.1063
H 6.757 5.631 -0.075 0.1193
H 5.267 3.136 -3.235 0.1300
H 3.633 1.857 -1.673 0.1109
C -2.801 -6.328 -0.212 -0.1818
C -2.280 -6.811 -1.556 -0.1741
O -0.857 -6.761 -1.442 -0.1873
S -0.438 -7.071 0.097 0.6921
O -0.084 -8.457 0.196 -0.2204
O 0.420 -6.011 0.558 -0.2351
O -1.907 -6.874 0.760 -0.1923
H -2.757 -5.237 -0.140 0.1266
H -3.821 -6.662 -0.021 0.1093
H -2.623 -6.188 -2.383 0.1400
H -2.568 -7.848 -1.741 0.1151
C -0.212 6.103 -2.420 -0.1570
C 0.603 6.643 -1.255 -0.1643
O 1.759 5.805 -1.191 -0.2149
S 2.141 5.317 -2.694 0.6443
O 3.175 6.173 -3.195 -0.2150
O 2.249 3.888 -2.691 -0.2493
O 0.747 5.731 -3.412 -0.1766
H -0.768 5.207 -2.131 0.1372
H -0.903 6.846 -2.817 0.1076
H 0.053 6.613 -0.314 0.1356
H 0.937 7.666 -1.447 0.1391
C -6.620 -9.947 1.517 -0.1673
C -5.423 -10.822 1.176 -0.1671
O -5.321 -10.771 -0.247 -0.1815
S -5.825 -9.318 -0.763 0.6723
O -4.672 -8.487 -0.963 -0.2415
O -6.823 -9.515 -1.769 -0.2097
O -6.555 -8.847 0.608 -0.1888
H -7.560 -10.478 1.343 0.1356
H -6.591 -9.592 2.548 0.1376
H -5.549 -11.850 1.517 0.1397
H -4.501 -10.410 1.596 0.1346
C -2.038 11.196 -4.951 -0.1654
C -1.284 10.112 -5.707 -0.1661
O -1.304 8.976 -4.841 -0.2004
S -2.682 8.989 -3.983 0.6432
O -3.621 8.120 -4.628 -0.2170
O -2.349 8.878 -2.592 -0.2430
O -3.112 10.521 -4.294 -0.1838
H -1.406 11.657 -4.187 0.1344
H -2.424 11.969 -5.616 0.1401
H -0.259 10.402 -5.938 0.1392
H -1.802 9.841 -6.631 0.1366


Record 3
18
Properties=species:S:1:pos:R:3:nbo_charge:R:1 method="wB97M-V/def2-TZVPD" total_energy_ha=-487.0712 e_lumo_ev=0.937 fmax_ha_per_bohr=0.086 smiles="C=C(C)[SiH3].C=C" homo_lumo_gap_ev=10.69 charge=0
C 1.583 -0.618 -0.523 -0.3924
C 1.349 -0.033 0.644 -0.3739
C 2.204 1.072 1.163 -0.6534
Si -0.022 -0.497 1.932 0.8381
H 1.194 -1.645 -0.925 0.2113
H 2.500 -0.277 -1.103 0.1889
H 3.172 1.148 0.700 0.2185
H 2.418 0.781 2.157 0.2125
H 1.644 2.055 1.393 0.2226
H -0.792 0.752 2.172 -0.1533
H 0.549 -1.103 3.285 -0.1440
H -0.730 -1.541 1.294 -0.1738
C -3.042 0.299 -1.802 -0.3782
C -1.937 -0.271 -2.227 -0.3890
H -3.873 0.478 -2.474 0.1841
H -3.182 0.740 -0.928 0.1789
H -1.957 -0.772 -3.262 0.1975
H -1.079 -0.569 -1.496 0.2055


Record 4
90
Properties=species:S:1:pos:R:3:lowdin_charge:R:1 method="wB97M-V/def2-TZVPD" total_energy_ha=-4883.1514 e_lumo_ev="-14.475 / -14.548" fmax_ha_per_bohr=0.058 homo_lumo_gap_ev="4.21 / 4.43" charge=+4
N 1.467 4.993 -1.368 0.1195
C 1.517 5.230 -0.053 -0.0842
C 2.598 4.862 0.755 0.0563
C 3.664 4.156 0.142 -0.1757
C 3.685 4.069 -1.272 0.0372
C 2.555 4.488 -1.971 -0.0929
C 4.498 3.281 0.934 0.1190
Sn 0.814 -0.873 0.268 1.1958
P -1.739 -3.163 0.471 1.0423
C 4.992 2.115 0.371 0.0422
C 4.564 0.814 0.801 -0.1594
C 4.592 -0.284 -0.088 0.0527
C 3.694 -1.332 0.076 -0.1234
C 2.860 -1.252 1.188 -0.5292
C 3.025 -0.372 2.258 -0.1023
C 3.922 0.675 2.062 0.0383
Br 1.494 -3.206 1.482 0.6779
H 4.565 3.483 2.003 0.1555
H 5.618 2.151 -0.528 0.1546
H 2.566 5.014 1.841 0.1415
H 4.503 3.576 -1.811 0.1345
H 0.630 5.693 0.396 0.1160
H 2.498 4.338 -3.058 0.1324
H 5.230 -0.237 -0.965 0.1532
H 4.061 1.464 2.802 0.1472
H 3.572 -2.135 -0.632 0.1072
H 2.411 -0.446 3.159 0.1377
P -0.179 -0.346 -2.356 0.9408
C -1.610 -3.297 2.346 -0.4192
C -1.503 -4.652 3.032 -0.1240
H -2.449 -2.704 2.769 0.1077
H -0.680 -2.735 2.575 -0.0275
H -1.583 -4.505 4.118 0.1109
H -2.293 -5.355 2.751 0.0738
H -0.528 -5.108 2.852 0.0625
C -0.908 -4.516 -0.488 -0.4173
C -1.071 -5.942 0.016 -0.0973
H 0.171 -4.258 -0.630 0.0244
H -1.386 -4.451 -1.500 0.0969
H -0.308 -6.577 -0.453 0.1098
H -0.971 -6.044 1.097 0.0557
H -2.046 -6.337 -0.283 0.0903
C -3.507 -3.546 0.147 -0.3789
C -4.140 -4.641 0.992 -0.0985
H -3.626 -3.750 -0.930 0.0918
H -4.016 -2.586 0.351 0.0943
H -5.171 -4.815 0.658 0.1135
H -3.616 -5.600 0.923 0.0689
H -4.179 -4.346 2.044 0.0841
C -1.933 -0.217 -2.913 -0.3189
C -2.942 -0.992 -2.066 -0.1435
H -1.943 -0.608 -3.945 0.1205
H -2.209 0.847 -2.962 0.0734
H -3.970 -0.754 -2.373 0.1114
H -2.823 -2.073 -2.188 0.0559
H -2.857 -0.772 -0.994 0.0373
C 0.486 -1.742 -3.357 -0.3740
C 2.005 -1.907 -3.268 -0.1163
H 0.176 -1.502 -4.386 0.1134
H -0.037 -2.660 -3.042 0.0854
H 2.317 -2.776 -3.865 0.1093
H 2.521 -1.029 -3.677 0.0861
H 2.365 -2.059 -2.239 0.0269
C 0.647 1.128 -3.092 -0.3525
C -0.088 2.443 -2.852 -0.1379
H 0.735 0.930 -4.173 0.1193
H 1.667 1.183 -2.680 0.0800
H 0.491 3.295 -3.227 0.0687
H -1.055 2.459 -3.368 0.0825
H -0.262 2.636 -1.786 0.0557
C 0.151 1.313 3.064 -0.0466
N -0.792 2.267 2.492 -0.1094
C -1.594 3.016 3.440 -0.0166
C -1.211 2.073 1.213 -0.4686
O -0.753 1.128 0.524 -0.1757
N -2.195 2.893 0.710 -0.1289
C -2.141 4.343 0.862 -0.0169
C -2.953 2.377 -0.408 -0.0235
H 0.363 1.618 4.098 0.1174
H 1.092 1.322 2.495 0.0517
H -0.253 0.278 3.066 0.0954
H -1.167 4.016 3.599 0.1108
H -2.609 3.124 3.036 0.1007
H -1.615 2.494 4.402 0.1095
H -2.501 4.795 -0.067 0.1120
H -2.782 4.679 1.686 0.1025
H -1.117 4.701 1.026 0.0743
H -2.367 2.374 -1.335 0.0631
H -3.276 1.352 -0.190 0.0912
H -3.829 3.011 -0.556 0.1183


Record 5
21
Properties=species:S:1:pos:R:3:nbo_charge:R:1 method="wB97M-V/def2-TZVPD" total_energy_ha=-829.9107 e_lumo_ev=-4.945 fmax_ha_per_bohr=0.104 homo_lumo_gap_ev=8.53 charge=+1
C -4.759 -1.763 0.527 0.2242
C -3.195 -0.922 -1.010 -0.1467
C -1.942 -0.373 -1.347 -0.1369
C -2.506 -1.407 1.290 -0.1475
C -3.459 -1.344 0.288 -0.1057
C -1.006 -0.452 -0.329 -0.1851
C -1.250 -0.900 0.972 0.0306
C -0.092 -0.427 1.801 -0.1000
C 0.367 0.020 -0.350 0.6996
N -5.852 -2.015 0.619 -0.1913
N 1.128 0.389 -1.363 -0.7054
O 0.820 0.075 0.921 -0.4017
I 4.094 -0.536 0.263 -0.0721
H -3.915 -0.919 -1.886 0.2660
H -1.869 0.209 -2.327 0.2547
H -2.675 -1.939 2.190 0.2556
H -0.359 0.583 2.240 0.2381
H 0.284 -0.994 2.604 0.2466
H 3.759 0.525 1.357 0.1051
H 2.078 0.465 -1.145 0.4324
H 0.840 0.587 -2.283 0.4394